(1)
This record from the Open Molecules 2025 dataset describes C23H16CoO9 as an isolated structure. The level of theory is ωB97M-V/def2-TZVPD.

The geometry in XYZ format:
```
49
C23H16CoO9 (ωB97M-V/def2-TZVPD)
Co -0.169 -0.109 0.026
O -0.642 -0.066 -1.956
C -1.105 1.204 -2.445
C -1.073 2.276 -1.277
O -1.492 3.398 -1.566
O -0.652 1.862 -0.167
C -0.164 1.553 -3.604
C 0.341 2.827 -3.840
C 1.165 3.065 -4.934
C 1.495 2.043 -5.808
C 0.998 0.767 -5.576
C 0.180 0.528 -4.485
C -2.540 1.092 -2.941
C -3.026 2.038 -3.845
C -4.336 1.986 -4.287
C -5.192 0.989 -3.833
C -4.723 0.059 -2.922
C -3.409 0.113 -2.471
H -1.342 -0.740 -1.971
H 0.079 3.623 -3.159
H 1.555 4.064 -5.095
H 2.141 2.233 -6.657
H 1.257 -0.048 -6.241
H -0.190 -0.471 -4.299
H -2.369 2.823 -4.191
H -4.692 2.731 -4.989
H -6.217 0.946 -4.182
H -5.370 -0.719 -2.535
H -3.134 -0.622 -1.721
O 3.544 -0.652 1.151
C 2.349 -0.468 0.971
O 1.752 -0.415 -0.166
C 1.380 -0.274 2.200
O 1.794 -0.238 3.346
O 0.134 -0.175 1.861
O -3.151 -2.718 -0.789
C -1.929 -2.889 -0.675
O -1.056 -2.060 -0.289
C -1.368 -4.243 -1.097
C -0.052 -4.346 -1.536
C 0.449 -5.566 -1.967
C -0.353 -6.700 -1.935
C -1.661 -6.605 -1.478
C -2.168 -5.379 -1.073
H 0.573 -3.461 -1.506
H 1.473 -5.635 -2.312
H 0.043 -7.655 -2.261
H -2.288 -7.489 -1.443
H -3.194 -5.277 -0.742
```

Values from the calculation:
**Multiplicity**: 2
**E_LUMO (alpha / beta)**: 4.595 / 4.595 eV
**Molar mass**: 495.30 g/mol
**Energy above the lowest of the compared OMol25 structures with the same formula, charge and spin**: 3.6 kcal per mole
**Orbital gap (alpha / beta)**: 7.03 / 6.97 eV
**Net charge**: -2

(2)
This record from the Open Molecules 2025 dataset describes C23H16F2N4ORh as an isolated structure. The level of theory is ωB97M-V/def2-TZVPD.

The geometry in XYZ format:
```
47
C23H16F2N4ORh (ωB97M-V/def2-TZVPD)
Rh -0.065 -0.507 -0.152
O 0.746 1.898 3.005
C 0.475 0.887 2.387
N -0.442 0.812 1.376
C -1.068 2.062 0.972
C -1.385 2.017 -0.484
C -2.200 2.931 -1.136
C -2.458 2.772 -2.485
C -1.885 1.706 -3.174
C -1.084 0.835 -2.474
N -0.850 0.984 -1.158
C 1.134 -0.458 2.656
C 1.977 -0.700 3.868
C 2.464 -1.937 3.874
C 1.908 -2.845 2.789
C 2.033 -2.212 1.315
N 0.799 -2.295 0.516
H -0.411 2.908 1.204
H -1.990 2.222 1.540
H -2.630 3.754 -0.582
H -3.106 3.466 -3.003
H -2.060 1.556 -4.229
H -0.598 -0.007 -2.955
H 2.211 0.096 4.562
H 3.108 -2.344 4.640
H 2.322 -3.851 2.805
H 2.828 -2.707 0.760
F -2.342 -4.896 1.710
C -1.462 -3.904 1.860
C -1.515 -2.811 1.026
C -0.312 -1.973 1.221
C 0.060 -1.543 2.570
C 0.368 -2.853 3.237
F 0.290 -2.853 4.623
C -0.497 -4.005 2.837
C 2.328 -0.691 1.447
C 3.732 -0.390 1.855
C 4.403 0.691 1.384
C 3.806 1.522 0.422
C 2.615 1.076 -0.155
N 1.979 0.006 0.246
H -2.255 -2.679 0.253
H -0.444 -4.878 3.472
H 4.233 -1.074 2.516
H 5.410 0.895 1.722
H 4.283 2.425 0.072
H 2.195 1.594 -1.011
```

Values from the calculation:
**Multiplicity**: 5
**E_LUMO (alpha / beta)**: -4.296 / -5.081 eV
**Molar mass**: 505.31 g/mol
**Orbital gap (alpha / beta)**: 6.61 / 6.97 eV
**Net charge**: +1

(3)
This record from the Open Molecules 2025 dataset describes a 2-piece molecular cluster, C23H16N5O8S overall. The level of theory is ωB97M-V/def2-TZVPD.

The geometry in XYZ format:
```
53
C23H16N5O8S (ωB97M-V/def2-TZVPD)
C 1.657 0.610 2.159
C 0.658 1.565 2.276
N -0.221 2.323 2.497
C 3.021 0.947 2.344
C 4.020 -0.076 2.470
C 5.357 0.222 2.568
C 5.776 1.575 2.588
N 7.170 1.878 2.588
O 7.541 3.071 2.584
O 7.984 0.927 2.587
C 4.814 2.613 2.563
C 3.469 2.311 2.471
H 1.365 -0.441 2.117
H 3.682 -1.118 2.525
H 6.123 -0.558 2.602
H 5.179 3.644 2.594
H 2.728 3.113 2.530
C -5.075 0.685 2.516
C -4.083 -0.175 1.781
C -4.522 -1.326 1.115
C -3.617 -2.162 0.464
C -2.262 -1.817 0.473
S -1.085 -2.826 -0.405
O 0.017 -3.246 0.422
O -1.804 -3.732 -1.256
N -0.339 -1.603 -1.403
C -0.999 -1.040 -2.518
C -2.331 -1.102 -2.895
C -2.728 -0.299 -3.974
N -4.114 -0.235 -4.324
O -4.454 0.493 -5.286
O -4.945 -0.898 -3.663
C -1.784 0.492 -4.690
C -0.445 0.513 -4.310
C -0.047 -0.234 -3.195
C 1.201 -0.355 -2.446
N 2.475 0.035 -2.918
O 2.594 0.719 -3.960
O 3.465 -0.377 -2.264
C 0.970 -1.204 -1.368
C -1.803 -0.683 1.143
C -2.724 0.151 1.771
H -4.585 1.532 3.007
H -5.848 1.077 1.844
H -5.598 0.107 3.289
H -5.583 -1.576 1.094
H -3.941 -3.046 -0.089
H -3.060 -1.713 -2.382
H -2.147 1.088 -5.524
H 0.286 1.114 -4.836
H 1.706 -1.579 -0.655
H -0.742 -0.447 1.134
H -2.368 1.063 2.247
```

Values from the calculation:
**E_LUMO**: 0.543 eV
**Molar mass**: 522.48 g/mol
**Orbital gap**: 4.42 eV
**Net charge**: -1

(4)
This record from the Open Molecules 2025 dataset describes C23H17AuBrFN6O7S as an isolated structure. The level of theory is ωB97M-V/def2-TZVPD.

The geometry in XYZ format:
```
57
C23H17AuBrFN6O7S (ωB97M-V/def2-TZVPD)
Au 2.011 0.132 0.470
C -0.111 -0.221 4.421
N -0.380 -1.314 3.488
C -1.570 -1.999 3.403
C -1.465 -2.844 2.355
N -0.204 -2.681 1.826
C 0.453 -1.733 2.523
S 2.084 -1.173 2.360
C 0.247 -3.326 0.620
C -0.614 -3.380 -0.463
C -0.128 -3.976 -1.614
C 1.165 -4.475 -1.622
C 1.924 -4.368 -0.467
N 1.470 -3.808 0.652
H -1.003 -0.075 5.025
H 0.100 0.687 3.861
H 0.741 -0.465 5.049
H -2.378 -1.808 4.087
H -2.164 -3.548 1.941
H -1.601 -2.936 -0.427
H -0.747 -4.026 -2.499
H 1.584 -4.932 -2.506
H 2.938 -4.746 -0.429
Br 2.290 5.408 -6.585
C 2.006 4.429 -4.988
C 2.818 3.342 -4.707
C 2.608 2.630 -3.537
C 1.592 3.002 -2.664
C 0.787 4.094 -2.965
C 0.991 4.817 -4.129
C 1.331 2.240 -1.399
O 0.356 2.488 -0.699
O 2.213 1.321 -1.157
H 3.603 3.058 -5.394
H 3.229 1.779 -3.295
H 0.002 4.370 -2.275
H 0.372 5.670 -4.368
O 4.923 1.915 2.475
C 4.375 1.240 1.689
N 3.914 0.508 0.848
F -2.150 2.473 3.063
C -2.574 1.499 2.246
C -2.133 1.406 0.988
N -2.537 0.384 0.152
C -1.863 0.207 -1.127
C -0.415 -0.272 -1.021
O 0.174 -0.647 -2.004
O 0.052 -0.232 0.206
C -3.349 -0.627 0.602
O -3.589 -1.640 -0.030
N -3.887 -0.415 1.857
C -3.479 0.516 2.808
O -3.838 0.434 3.964
H -1.408 2.098 0.574
H -1.826 1.167 -1.643
H -2.437 -0.493 -1.726
H -4.498 -1.148 2.187
```

Values from the calculation:
**E_LUMO**: -1.475 eV
**Molar mass**: 817.36 g/mol
**Energy above the lowest of the compared OMol25 structures with the same formula, charge and spin**: 0.0 kcal per mole
**Orbital gap**: 7.57 eV

(5)
This record from the Open Molecules 2025 dataset describes one molecule with the formula C23H17N3O2. The level of theory is ωB97M-V/def2-TZVPD.

The geometry in XYZ format:
```
45
C23H17N3O2 (ωB97M-V/def2-TZVPD)
H 1.187 0.834 -1.684
N 1.448 -0.109 -1.957
C 1.349 -0.971 -0.996
C 0.821 -0.623 0.309
C 0.258 0.595 0.882
C 0.149 1.863 0.140
C -0.639 1.955 -1.045
C -0.635 3.097 -1.818
C 0.008 4.242 -1.393
C 0.688 4.219 -0.154
C 0.799 3.037 0.592
C -0.164 0.257 2.168
C -0.914 1.067 3.154
C -0.788 0.777 4.505
C -1.432 1.547 5.502
C -2.309 2.522 5.092
C -2.484 2.815 3.736
C -1.778 2.111 2.766
O 0.138 -1.035 2.394
C 0.689 -1.562 1.266
N 1.025 -2.865 1.047
C 1.506 -3.230 -0.133
N 1.618 -2.316 -1.200
C 2.097 -2.902 -2.474
C 1.009 -3.709 -3.194
C -0.045 -3.093 -3.807
C -0.726 -4.117 -4.539
C -0.044 -5.283 -4.318
O 0.948 -5.036 -3.368
H -1.174 1.084 -1.398
H -1.172 3.164 -2.766
H -0.011 5.141 -1.996
H 1.096 5.137 0.195
H 1.351 3.040 1.504
H -0.075 0.030 4.807
H -1.248 1.359 6.543
H -2.763 3.127 5.850
H -3.118 3.658 3.470
H -1.847 2.391 1.748
H 1.808 -4.268 -0.275
H 2.966 -3.564 -2.237
H 2.496 -2.122 -3.175
H -0.244 -2.020 -3.841
H -1.558 -3.989 -5.193
H -0.288 -6.253 -4.708
```

Values from the calculation:
**SMILES**: [H]/N=c1\c2c(-c3ccccc3)c(-c3ccccc3)oc2ncn1Cc1ccco1
**E_LUMO**: 0.319 eV
**Molar mass**: 367.41 g/mol
**Energy above the lowest of the compared OMol25 structures with the same formula, charge and spin**: 1.9 kcal per mole
**Orbital gap**: 8.00 eV